[1]
116
Properties=species:S:1:pos:R:3 method="wB97M-V/def2-TZVPD" energy_ev=-92268.44698 homo_ev="-3.60 / -3.60" multiplicity=1 total_charge=-1 e_lumo_ev="2.436 / 2.436" largest_force_ha_per_bohr=0.1209
Pb 0.54 0.10 -0.76
C 2.36 2.10 -4.87
C 1.75 1.95 -3.59
N 0.94 0.95 -3.35
N 0.68 0.02 -4.21
C -0.59 -0.71 -4.07
N -1.06 -1.16 -5.26
S -0.66 -1.79 -2.70
C 1.84 2.93 -2.46
C 2.14 4.25 -2.75
C 2.16 5.16 -1.72
C 1.93 4.70 -0.41
C 1.60 3.38 -0.26
N 1.57 2.50 -1.22
H 2.98 1.26 -5.13
H 3.02 2.95 -4.94
H 1.62 2.22 -5.70
H 0.88 0.29 -5.18
H -0.84 -2.11 -5.55
H -2.03 -0.93 -5.44
H 2.16 4.54 -3.80
H 2.22 6.23 -1.93
H 2.01 5.29 0.50
H 1.41 2.97 0.72
C -3.00 4.06 3.76
C -2.43 3.53 2.48
C -2.72 4.03 1.23
C -1.90 3.23 0.33
N -1.28 2.29 0.99
N -1.52 2.53 2.31
B -0.87 1.61 3.38
N -1.63 0.24 3.38
N -2.34 -0.20 2.35
C -2.80 -1.42 2.65
C -2.31 -1.80 3.93
C -1.59 -0.72 4.37
C -0.99 -0.42 5.73
C -3.58 -2.24 1.65
C -4.60 -3.15 2.03
C -5.41 -3.86 1.15
C -5.18 -3.71 -0.24
C -4.26 -2.79 -0.62
C -3.49 -2.01 0.27
N 0.68 1.44 3.20
N 1.34 0.37 2.73
C 2.64 0.75 2.76
C 2.82 2.04 3.29
C 1.54 2.43 3.59
C 1.06 3.72 4.09
C 3.75 -0.07 2.17
C 4.78 0.60 1.46
C 5.82 -0.10 0.85
C 5.88 -1.53 0.98
C 4.87 -2.15 1.73
C 3.86 -1.46 2.29
C -2.03 3.45 -1.13
C -2.02 4.82 -1.58
C -2.15 5.13 -2.94
C -2.21 4.12 -3.90
C -2.16 2.79 -3.47
C -2.09 2.47 -2.10
H -3.87 4.64 3.41
H -3.41 3.31 4.43
H -2.40 4.76 4.37
H -3.24 4.91 0.94
H -1.04 2.13 4.40
H -2.48 -2.68 4.52
H -1.42 0.56 6.04
H -1.19 -1.14 6.54
H 0.10 -0.37 5.69
H -4.76 -3.31 3.08
H -6.12 -4.55 1.61
H -5.74 -4.29 -0.95
H -4.07 -2.79 -1.67
H -2.68 -1.39 -0.13
H 3.75 2.54 3.52
H 1.89 4.45 3.91
H 0.15 4.15 3.59
H 0.84 3.73 5.15
H 4.73 1.55 1.27
H 6.50 0.36 0.31
H 6.60 -2.17 0.49
H 4.94 -3.24 1.82
H 3.11 -2.07 2.73
H -1.92 5.54 -0.82
H -2.02 6.19 -3.28
H -2.31 4.32 -4.90
H -2.17 1.89 -4.17
H -2.09 1.46 -1.89
N 0.96 -2.43 0.24
C 0.07 -3.50 0.42
C -0.48 -3.64 1.72
C -1.40 -4.65 1.94
C -1.87 -5.45 0.88
C -1.34 -5.25 -0.36
C -0.37 -4.27 -0.65
C 0.39 -4.29 -1.99
C 1.09 -5.51 -2.30
C 1.60 -5.70 -3.56
C 1.66 -4.65 -4.46
C 1.07 -3.44 -4.13
C 0.38 -3.29 -2.91
H 1.66 -2.70 -0.44
H 1.49 -2.15 1.09
H -0.27 -2.97 2.55
H -1.81 -4.75 2.94
H -2.60 -6.27 1.02
H -1.62 -5.92 -1.22
H 1.05 -6.33 -1.58
H 1.87 -6.68 -3.79
H 2.23 -4.73 -5.38
H 1.09 -2.61 -4.80
F 3.54 0.56 -1.63
C 2.72 -0.55 -1.50
F 3.43 -1.40 -0.70
H 2.66 -1.03 -2.50

=====

[2]
122
Properties=species:S:1:pos:R:3 method="wB97M-V/def2-TZVPD" energy_ev=-345954.95904 homo_ev="-1.78 / -1.77" multiplicity=1 total_charge=-2 e_lumo_ev="3.070 / 3.070" largest_force_ha_per_bohr=0.0146
Cs 2.04 -1.18 0.33
N -0.60 -2.49 -4.86
C 0.57 -2.14 -4.21
N 0.86 -0.93 -3.88
C 2.10 -0.89 -3.24
C 2.73 -2.11 -3.14
S 1.76 -3.35 -3.82
C 2.61 0.34 -2.75
C 2.04 1.69 -3.16
S 3.22 2.88 -2.44
C 4.02 1.57 -1.54
N 3.63 0.38 -1.85
N 4.99 1.85 -0.64
H -1.31 -1.78 -4.76
H -0.93 -3.42 -4.63
H 3.72 -2.32 -2.77
H 2.05 1.80 -4.24
H 5.03 2.80 -0.32
H 5.09 1.15 0.12
O 7.63 -3.31 3.43
C 6.39 -3.87 2.99
C 5.21 -2.89 3.14
C 5.17 -2.50 4.63
O 4.13 -1.64 5.05
C 4.03 -3.74 2.62
Se 2.12 -3.27 2.80
C 5.56 -1.69 2.24
Se 4.50 -0.02 2.26
H 8.34 -3.80 3.00
H 6.17 -4.77 3.57
H 6.46 -4.15 1.93
H 6.15 -2.06 4.86
H 5.08 -3.42 5.22
H 4.12 -0.90 4.43
H 4.11 -4.73 3.08
H 4.20 -3.89 1.55
H 5.57 -2.04 1.20
H 6.57 -1.38 2.49
I -1.77 -2.01 1.74
C -3.83 -2.21 1.38
C -4.25 -3.50 1.55
C -5.62 -3.85 1.55
C -6.55 -2.87 1.41
C -6.15 -1.52 1.21
C -7.17 -0.54 1.11
C -6.85 0.76 0.89
C -5.51 1.11 0.69
C -4.48 0.20 0.75
P -2.83 0.83 0.14
C -2.75 2.36 1.15
C -3.12 2.32 2.49
C -2.98 3.44 3.29
C -2.48 4.62 2.76
C -2.09 4.66 1.44
C -2.21 3.53 0.64
C -3.41 1.42 -1.51
C -3.25 0.49 -2.54
C -3.69 0.76 -3.83
C -4.28 1.99 -4.11
C -4.43 2.93 -3.11
C -4.00 2.65 -1.82
C -4.77 -1.16 1.10
H -3.51 -4.27 1.73
H -5.91 -4.88 1.69
H -7.61 -3.09 1.46
H -8.20 -0.86 1.22
H -7.62 1.52 0.84
H -5.28 2.14 0.45
H -3.51 1.40 2.92
H -3.26 3.39 4.34
H -2.37 5.50 3.39
H -1.66 5.57 1.02
H -1.87 3.57 -0.39
H -2.77 -0.46 -2.32
H -3.58 0.03 -4.61
H -4.62 2.21 -5.12
H -4.87 3.89 -3.32
H -4.12 3.40 -1.05
O 1.14 -0.18 3.49
H 2.09 -0.05 3.32
H 1.13 -1.14 3.67
I 4.87 -4.86 -1.16
I 5.02 -5.60 -4.26
N 1.40 -5.47 0.14
C 0.60 -5.42 -0.95
C 0.80 -6.28 -2.05
C -0.11 -6.26 -3.08
C -1.20 -5.39 -3.02
C -1.28 -4.54 -1.93
N -0.42 -4.54 -0.92
H 2.32 -5.87 0.04
H 1.31 -4.76 0.87
H 1.67 -6.92 -2.08
H 0.03 -6.92 -3.93
H -1.96 -5.38 -3.80
H -2.09 -3.82 -1.85
Br 2.05 6.39 1.80
C 1.52 5.13 3.12
C 1.21 5.63 4.38
C 0.79 4.77 5.37
C 0.67 3.42 5.11
C 0.97 2.92 3.85
C 1.41 3.77 2.85
I 1.87 2.97 0.98
H 1.31 6.69 4.56
H 0.56 5.16 6.36
H 0.34 2.73 5.88
H 0.88 1.86 3.66
Cl -1.59 7.11 -4.93
C -0.94 5.62 -4.27
C -0.28 5.65 -3.06
C 0.22 4.46 -2.53
C 0.06 3.26 -3.21
C 0.60 1.96 -2.67
C -0.60 3.27 -4.43
C -1.10 4.44 -4.97
H -0.15 6.58 -2.52
H 0.74 4.48 -1.58
H 0.59 1.95 -1.58
H -0.01 1.13 -3.02
H -0.73 2.33 -4.97
H -1.62 4.44 -5.92

=====

[3]
110
Properties=species:S:1:pos:R:3 method="wB97M-V/def2-TZVPD" energy_ev=-99988.58254 homo_ev="-7.75 / -7.75" multiplicity=1 total_charge=0 e_lumo_ev="-0.559 / -0.559" largest_force_ha_per_bohr=0.0589
Sc -1.10 -0.03 0.16
O -2.95 -4.05 3.38
C -2.10 -3.41 4.22
C -1.96 -3.82 5.53
C -1.23 -3.03 6.43
C -0.63 -1.84 6.07
C -0.71 -1.43 4.76
C -1.49 -2.17 3.84
C -1.54 -1.69 2.48
O -0.86 -0.63 2.17
N -2.13 -2.46 1.56
N -2.01 -2.04 0.28
C -2.40 -2.92 -0.68
C -2.24 -2.72 -2.06
C -2.60 -3.71 -3.04
C -2.25 -3.56 -4.36
C -1.49 -2.46 -4.78
C -1.27 -1.43 -3.91
C -1.49 -1.59 -2.54
O -0.90 -0.71 -1.73
H -2.73 -3.58 2.49
H -2.39 -4.77 5.85
H -1.19 -3.33 7.49
H -0.05 -1.28 6.81
H -0.26 -0.52 4.41
H -2.84 -3.87 -0.35
H -3.23 -4.53 -2.72
H -2.58 -4.31 -5.09
H -1.09 -2.45 -5.78
H -0.85 -0.51 -4.22
C 4.47 2.27 -1.06
C 5.42 1.25 -0.42
C 6.77 1.60 -0.27
C 7.69 0.62 0.04
C 7.25 -0.67 0.31
C 5.91 -0.96 0.35
C 4.98 0.01 -0.02
Sb 2.89 -0.36 0.40
C 2.65 -2.32 -0.64
C 2.04 -3.34 0.06
C 1.91 -4.61 -0.51
C 2.21 -4.81 -1.84
C 2.77 -3.79 -2.59
C 3.03 -2.53 -1.96
C 3.74 -1.46 -2.73
C 3.09 -0.16 2.60
C 2.85 1.14 3.02
C 2.97 1.49 4.36
C 3.28 0.54 5.34
C 3.51 -0.75 4.95
C 3.37 -1.12 3.55
C 3.49 -2.60 3.17
H 5.04 3.13 -1.46
H 3.73 2.64 -0.36
H 3.98 1.78 -1.95
H 7.12 2.62 -0.54
H 8.75 0.87 0.19
H 7.98 -1.44 0.52
H 5.61 -1.92 0.72
H 1.57 -3.12 1.02
H 1.59 -5.43 0.13
H 2.03 -5.80 -2.27
H 3.04 -3.92 -3.64
H 3.68 -1.79 -3.78
H 4.79 -1.40 -2.44
H 3.31 -0.47 -2.65
H 2.64 1.92 2.30
H 2.82 2.51 4.68
H 3.32 0.79 6.40
H 3.72 -1.56 5.66
H 4.18 -3.04 3.89
H 3.96 -2.69 2.18
H 2.53 -3.11 3.21
C -3.90 5.30 -0.58
C -3.03 4.33 0.22
C -1.65 4.99 0.38
C -3.66 4.03 1.56
Si -2.88 2.71 -0.81
O -1.97 1.66 0.11
C -4.55 1.88 -1.12
C -5.43 2.25 -2.18
C -6.31 1.32 -2.71
C -6.52 0.10 -2.07
C -5.80 -0.19 -0.89
C -4.87 0.71 -0.41
C -2.03 3.13 -2.46
C -0.65 3.43 -2.44
C 0.04 3.69 -3.59
C -0.61 3.60 -4.84
C -1.97 3.44 -4.89
C -2.67 3.21 -3.70
H -3.93 6.27 -0.05
H -4.92 4.92 -0.66
H -3.49 5.54 -1.54
H -1.75 5.79 1.13
H -1.29 5.46 -0.55
H -0.88 4.29 0.75
H -3.67 4.97 2.12
H -3.10 3.29 2.12
H -4.73 3.74 1.47
H -5.38 3.26 -2.56
H -6.85 1.49 -3.63
H -7.26 -0.61 -2.47
H -6.01 -1.11 -0.34
H -4.27 0.44 0.46
H -0.08 3.39 -1.50
H 1.13 3.93 -3.58
H -0.01 3.71 -5.74
H -2.49 3.49 -5.84
H -3.70 2.98 -3.80

=====

[4]
116
Properties=species:S:1:pos:R:3 method="wB97M-V/def2-TZVPD" energy_ev=-129432.43266 homo_ev="-4.51 / -6.58" multiplicity=5 total_charge=0 e_lumo_ev="0.229 / -0.313" largest_force_ha_per_bohr=0.0476
Fe 0.68 1.43 -0.23
C 7.36 -10.32 1.95
O 7.04 -9.73 0.70
C 6.31 -8.59 0.72
C 6.06 -8.00 -0.53
C 5.35 -6.83 -0.61
C 4.85 -6.21 0.54
C 5.10 -6.80 1.77
C 5.83 -7.98 1.87
C 4.10 -4.96 0.40
N 3.89 -4.33 -0.73
C 3.16 -3.21 -0.40
C 2.93 -3.17 0.95
N 3.53 -4.30 1.46
C 2.18 -2.13 1.62
C 1.90 -2.07 2.96
C 1.11 -0.99 3.43
C 0.65 -0.06 2.53
N 0.93 -0.06 1.22
C 1.71 -1.10 0.75
C 2.01 -1.09 -0.62
N 1.57 0.00 -1.34
C 1.72 -0.02 -2.67
C 2.34 -1.05 -3.35
C 2.86 -2.13 -2.63
C 2.70 -2.16 -1.27
H 7.96 -11.19 1.72
H 6.46 -10.63 2.49
H 7.94 -9.63 2.57
H 6.45 -8.49 -1.41
H 5.16 -6.37 -1.57
H 4.75 -6.34 2.68
H 6.00 -8.41 2.84
H 3.54 -4.58 2.42
H 2.28 -2.82 3.64
H 0.85 -0.90 4.47
H 0.01 0.73 2.89
H 1.34 0.84 -3.20
H 2.43 -0.99 -4.43
H 3.37 -2.95 -3.12
C -1.79 1.72 -2.69
C -1.56 3.00 -1.87
P -3.04 3.54 -0.90
C -2.30 4.95 0.03
C -3.10 5.56 1.01
C -2.59 6.57 1.82
C -1.28 6.99 1.66
C -0.49 6.41 0.68
C -0.99 5.39 -0.12
C -3.93 4.44 -2.24
C -3.58 5.70 -2.70
C -4.26 6.28 -3.76
C -5.30 5.60 -4.38
C -5.66 4.34 -3.92
C -4.99 3.77 -2.85
C -1.58 0.38 -1.93
P -2.92 -0.20 -0.80
C -2.06 -1.71 -0.19
C -1.95 -1.90 1.18
C -1.24 -2.98 1.70
C -0.62 -3.87 0.83
C -0.73 -3.70 -0.54
C -1.46 -2.63 -1.05
C -4.12 -0.96 -1.96
C -4.10 -0.80 -3.34
C -5.11 -1.34 -4.13
C -6.15 -2.04 -3.56
C -6.19 -2.21 -2.18
C -5.19 -1.66 -1.39
H -1.08 1.73 -3.52
H -2.80 1.74 -3.12
H -1.25 3.81 -2.52
H -0.75 2.78 -1.16
H -4.12 5.23 1.14
H -3.22 7.02 2.58
H -0.87 7.77 2.30
H 0.54 6.75 0.53
H -0.34 4.93 -0.85
H -2.76 6.24 -2.24
H -3.98 7.26 -4.11
H -5.83 6.05 -5.21
H -6.48 3.80 -4.40
H -5.28 2.79 -2.49
H -0.71 0.46 -1.26
H -1.36 -0.42 -2.63
H -2.41 -1.19 1.86
H -1.16 -3.12 2.77
H -0.04 -4.70 1.23
H -0.25 -4.39 -1.22
H -1.56 -2.52 -2.12
H -3.29 -0.25 -3.81
H -5.07 -1.20 -5.21
H -6.94 -2.45 -4.18
H -7.00 -2.75 -1.72
H -5.23 -1.79 -0.31
C 3.28 4.31 3.05
N 1.88 4.10 3.38
C 1.29 4.83 4.49
C 1.12 3.38 2.49
N 1.58 2.67 1.54
N -0.26 3.47 2.71
C -1.23 2.70 2.09
N -2.41 2.63 2.79
N -1.01 2.07 1.01
H 3.72 4.97 3.78
H 3.38 4.76 2.06
H 3.84 3.37 3.06
H 2.09 5.18 5.14
H 0.65 4.18 5.09
H 0.72 5.70 4.17
H 2.59 2.59 1.53
H -0.58 4.16 3.37
H -2.63 3.38 3.43
H -3.20 2.32 2.25
H -1.83 1.51 0.76
Te 2.14 3.12 -1.43